Density functional theory data (wB97M-V/def2-TZVPD) for C19H15N2O6SSn as an isolated structure.

Values from the calculation:
ΔE to the lowest compared entry with this formula, charge and spin = 14.5 kcal/mol
charge = -1
energy = -1906.65269 Eh
gap between HOMO and LUMO = 7.7 eV

```
44
C19H15N2O6SSn, DFT wB97M-V/def2-TZVPD
Sn 0.28718 -0.34194 -0.37278
O 3.85909 0.47574 2.07360
C 2.75609 0.14940 1.64881
O 2.44165 -0.25804 0.49041
C 1.60062 0.20526 2.66366
C 1.93326 0.56284 3.99367
C 0.96111 0.60054 4.93581
C -0.36746 0.27951 4.57449
C -1.43041 0.28442 5.50849
C -2.69689 -0.04166 5.11990
C -2.94879 -0.38776 3.77466
C -1.94037 -0.39665 2.85451
C -0.62158 -0.06007 3.22949
N 0.38030 -0.09015 2.28420
H 2.96646 0.79967 4.19688
H 1.18279 0.86716 5.96377
H -1.21596 0.55188 6.53734
H -3.50717 -0.03957 5.83812
H -3.95383 -0.64820 3.46588
H -2.13080 -0.66611 1.82879
C -3.78463 -6.85965 0.24440
C -3.51654 -5.43577 -0.17342
C -2.59597 -4.64675 0.50618
C -2.34524 -3.33765 0.11435
C -3.01833 -2.80482 -0.97395
C -3.94264 -3.57848 -1.66420
C -4.18708 -4.88035 -1.26103
S -2.66233 -1.18179 -1.61601
O -1.58401 -1.41047 -2.56738
O -3.89826 -0.68038 -2.17927
N -2.17148 -0.35723 -0.36206
C -2.64032 1.03064 -0.26034
C -1.51877 2.06942 -0.15544
O -1.83196 3.22942 0.02193
O -0.28523 1.64977 -0.26814
H -3.20218 -7.12632 1.12625
H -3.52220 -7.55601 -0.55505
H -4.84063 -7.01288 0.47721
H -2.06940 -5.05597 1.36179
H -1.63820 -2.73492 0.66426
H -4.47137 -3.14463 -2.50354
H -4.91518 -5.47863 -1.79944
H -3.25216 1.17095 0.63348
H -3.26187 1.31923 -1.10788
```

Density functional theory data (wB97M-V/def2-TZVPD) for a 3-piece molecular cluster, C2H9OS overall in a non-equilibrium geometry.

Values from the calculation:
ΔE to the lowest compared entry with this formula, charge and spin = 47.5 kcal/mol
charge = +1
energy = -554.67425 Eh
gap between HOMO and LUMO = 9.4 eV

```
13
C2H9OS, DFT wB97M-V/def2-TZVPD
O 1.56462 -0.30184 2.68419
H 1.21304 -1.01822 3.23606
H -3.01743 2.53974 -1.67617
H 2.36906 -0.06584 3.16467
C -0.61366 -1.08621 -0.75714
C 0.27696 0.07112 -0.64131
S 1.78512 -0.25221 -0.11955
H -1.39968 -1.26943 -0.01031
H -0.10343 -2.04610 -0.74334
H -1.24296 -0.95689 -1.66190
H -3.14754 2.37073 -2.38874
H 0.00531 1.04043 -1.03285
H 2.31058 0.97473 -0.05361
```

Density functional theory data (wB97M-V/def2-TZVPD) for a 9-piece molecular cluster, C14H35F4O14P2 overall in a non-equilibrium geometry.

Values from the calculation:
charge = -1
energy = -2689.56377 Eh
gap between HOMO and LUMO = 7.8 eV

```
69
C14H35F4O14P2, DFT wB97M-V/def2-TZVPD
O -1.87330 -0.14703 4.48791
P -0.42816 -0.12610 3.82311
C -0.70322 0.55772 2.02368
C -1.92332 1.68419 1.82315
O -1.68140 2.19075 0.43144
P -0.12482 1.66796 -0.24739
C 0.40763 3.44803 0.20106
C 0.31279 4.53124 -1.02902
F 1.32243 4.30536 -2.10844
C 1.54412 1.25965 -1.15718
C 2.17363 -0.19590 -0.74440
O 1.37662 -1.36074 -1.25411
C 3.65154 -0.34180 -1.51403
F 4.37901 0.94281 -1.63120
F 4.46708 -1.25787 -0.67829
F 3.47256 -1.03260 -2.83972
O -0.68960 1.97132 -1.86587
C -2.12102 1.67732 -2.02933
O -2.90701 2.70426 -2.43247
C -2.85616 0.22553 -1.82997
C -2.39498 -1.20374 -2.48628
C -3.22446 -2.61332 -2.14821
C -4.54097 -2.54811 -1.11898
C -5.05457 -1.11463 -0.42754
C -4.18571 0.21999 -0.81582
O 0.47069 1.13943 1.34079
H 0.56160 0.61102 4.56603
H -0.07080 -1.53696 3.62553
H -1.23183 -0.39261 1.53132
H -3.02866 1.27030 1.97958
H -1.83919 2.59689 2.57416
H -0.46447 0.27631 -0.39561
H -0.27350 3.87374 1.08426
H 1.51194 3.45060 0.65476
H 0.58909 5.59082 -0.55372
H -0.78017 4.66518 -1.47391
H 1.29646 1.21481 -2.31064
H 2.24065 2.17996 -0.96001
H 2.41572 -0.32433 0.40123
H 0.94193 -1.10115 -2.14063
H -1.43162 -1.22003 -3.19062
H -2.87269 -3.64778 -2.59932
H -5.15567 -3.50885 -0.81468
H -5.97722 -1.07469 0.32890
H -4.50876 1.25266 -0.31174
O 7.10665 -3.39712 -0.06851
H 6.50135 -3.59648 0.66138
H 6.57158 -2.86699 -0.67814
O 5.06341 3.70347 -1.24004
H 4.78206 2.84162 -1.58198
H 5.23514 3.53791 -0.30085
O -3.58078 -1.97533 2.28675
H -2.91936 -1.61932 2.89883
H -3.39803 -2.92684 2.27221
O -1.34396 -2.90807 1.45756
H -0.63270 -2.98909 0.80456
H -2.14088 -2.78123 0.92109
O -3.57420 -4.57524 -4.69103
H -2.86294 -4.65627 -5.34403
H -4.37113 -4.44840 -5.22751
O 7.05728 -4.34004 2.86411
H 7.50138 -4.11224 3.69462
H 7.77581 -4.64717 2.29107
O 3.24320 0.26200 3.31954
H 3.95446 0.18098 2.66654
H 2.44628 0.38884 2.78306
O -4.37371 3.37319 1.21082
H -3.66245 3.29216 0.55782
H -5.17064 3.50003 0.67434
```

Density functional theory data (wB97M-V/def2-TZVPD) for one molecule with the formula C23H29N3O5S.

Values from the calculation:
ΔE to the lowest compared entry with this formula, charge and spin = 12.0 kcal/mol
charge = 0
energy = -1832.53471 Eh
SMILES string = CCOC(=O)N1CCN(C(=O)c2ccc(C)c(S(=O)(=O)Nc3cccc(C)c3C)c2)CC1
gap between HOMO and LUMO = 9.2 eV

```
61
C23H29N3O5S, DFT wB97M-V/def2-TZVPD
C -7.21148 2.30863 -1.47891
C -7.41456 0.86839 -1.03148
O -6.17041 0.19585 -0.83487
C -5.56262 0.42232 0.34885
O -6.00338 1.12456 1.22771
N -4.39824 -0.26336 0.44445
C -3.55115 -0.07222 1.60171
C -2.09724 0.05899 1.16211
N -1.69202 -1.15478 0.47902
C -0.40967 -1.54250 0.33590
O -0.08796 -2.56114 -0.24998
C 0.61986 -0.62299 0.92120
C 1.29306 -0.94028 2.09542
C 2.28530 -0.10570 2.57174
C 2.68754 1.02855 1.86697
C 3.76722 1.90258 2.41719
C 2.04388 1.29202 0.66614
S 2.58352 2.55738 -0.49346
O 1.59451 2.66441 -1.52398
O 2.97163 3.78005 0.15433
N 4.01050 1.91833 -1.14182
C 4.35211 0.57759 -0.85918
C 5.44167 0.31990 -0.03200
C 5.75617 -0.97652 0.32285
C 4.97326 -2.01895 -0.13637
C 3.91540 -1.78541 -1.00430
C 3.10681 -2.93431 -1.51908
C 3.60980 -0.47704 -1.39496
C 2.54693 -0.24098 -2.42340
C 1.00313 0.50534 0.21350
C -2.74911 -1.94667 -0.12238
C -3.85190 -1.04127 -0.65065
H -8.17554 2.76556 -1.68259
H -6.60358 2.34202 -2.37992
H -6.71387 2.87098 -0.69290
H -7.98469 0.84151 -0.09738
H -7.92786 0.28514 -1.79891
H -3.65665 -0.91620 2.29436
H -3.88684 0.83278 2.11269
H -1.99405 0.92489 0.49578
H -1.45808 0.22209 2.03338
H 1.02939 -1.83642 2.63693
H 2.78056 -0.34178 3.50191
H 3.58874 2.08814 3.47504
H 4.73093 1.40305 2.32786
H 3.80162 2.85130 1.89120
H 4.75703 2.55807 -0.90665
H 6.04436 1.14641 0.31925
H 6.60285 -1.17110 0.96433
H 5.20046 -3.03134 0.16334
H 2.07799 -2.86674 -1.16407
H 3.08496 -2.93632 -2.60732
H 3.52414 -3.87821 -1.17847
H 2.89968 -0.61079 -3.38761
H 2.31970 0.81430 -2.52491
H 1.64015 -0.78937 -2.17726
H 0.52118 0.78473 -0.70913
H -2.30313 -2.52960 -0.93161
H -3.16113 -2.64638 0.61410
H -4.64896 -1.64066 -1.09626
H -3.45189 -0.37686 -1.42747
```

Density functional theory data (wB97M-V/def2-TZVPD) for C21H39BaNP2 as an isolated structure in a non-equilibrium geometry.

Values from the calculation:
ΔE to the lowest compared entry with this formula, charge and spin = 0.0 kcal/mol
charge = 0
energy = -1586.36882 Eh
gap between HOMO and LUMO = 6.0 eV

```
64
C21H39BaNP2, DFT wB97M-V/def2-TZVPD
P 0.20885 -1.96696 -3.54125
P 0.49020 1.26204 -3.36220
C -0.05905 -0.95594 -5.06789
C 0.64521 0.41573 -5.01101
H -1.14957 -0.84700 -5.18381
H 0.32004 -1.55926 -5.90515
H 1.72746 0.31434 -5.19974
H 0.22287 1.10410 -5.75728
C -1.20834 1.95552 -3.50127
H -1.37662 2.62951 -2.64860
H -1.96354 1.15841 -3.47811
H -1.28881 2.51716 -4.44243
C 1.46621 2.78535 -3.57529
H 1.07436 3.36649 -4.42198
H 2.51959 2.52759 -3.74925
H 1.38596 3.37484 -2.65049
C -0.80284 -3.45939 -3.74920
H -0.65444 -4.09485 -2.86481
H -0.49538 -4.00010 -4.65508
H -1.86236 -3.17817 -3.81718
C 1.88742 -2.61924 -3.86954
H 2.63395 -1.81580 -3.80561
H 1.90373 -3.06508 -4.87426
H 2.12153 -3.38912 -3.12079
Ba 1.43906 -0.24389 4.09829
C 0.58438 1.28951 0.04204
C -0.73059 1.16871 -0.18297
C -1.48325 0.13676 -0.94907
C -1.84580 -1.17475 -0.22835
C -0.72305 -2.12697 0.00198
C 0.58320 -1.99403 -0.26509
C 1.28535 -0.92283 -1.02371
C 1.70358 0.35862 -0.27979
C 0.34736 -2.57939 4.88221
H 0.92692 2.18837 0.57671
H -1.38133 1.95088 0.23716
H -0.96592 -0.12561 -1.87783
H -2.42745 0.60882 -1.26876
H -2.33595 -0.92172 0.72767
H -2.62422 -1.67205 -0.83201
H -1.04080 -3.04931 0.51576
H 1.26181 -2.75869 0.13741
H 0.67459 -0.57727 -1.88286
H 2.19549 -1.37539 -1.45609
H 2.27004 0.06083 0.62624
H 2.44776 0.88455 -0.91337
H 0.79429 -3.10110 5.74747
H 0.49600 -3.19011 3.96549
H -0.73942 -2.47034 5.05332
C -2.56438 0.44076 4.74467
C -1.56699 1.33861 5.34671
C -1.67183 2.23525 6.42913
C -0.39472 2.82489 6.60376
C 0.43771 2.27342 5.61549
C 1.88236 2.47244 5.32777
N -0.28144 1.37312 4.85620
H -2.13606 -0.09023 3.87846
H -3.44035 1.01103 4.39149
H -2.90600 -0.31026 5.47574
H -2.57548 2.41351 7.00407
H -0.06387 3.56641 7.32861
H 2.24367 3.39965 5.78756
H 2.50788 1.66089 5.77614
H 2.07104 2.56672 4.23457
```

Density functional theory data (wB97M-V/def2-TZVPD) for one molecule with the formula C3H5NO2 in a non-equilibrium geometry.

Values from the calculation:
ΔE to the lowest compared entry with this formula, charge and spin = 118.9 kcal/mol
charge = 0
energy = -322.38489 Eh
SMILES string = C1=NOCCO1
gap between HOMO and LUMO = 10.3 eV

```
11
C3H5NO2, DFT wB97M-V/def2-TZVPD
C -1.40256 -0.15496 0.01726
N -0.62121 -1.23767 0.04508
O 0.82423 -1.08211 -0.41639
C 1.16180 -0.07078 0.46199
C 0.56697 1.23618 -0.24496
O -0.91050 1.02783 0.01977
H -2.34824 -0.28436 0.39122
H 2.33406 0.05827 0.37408
H 1.03300 -0.11126 1.58684
H 0.92289 1.42151 -1.27534
H 1.13959 1.95110 0.37484
```

Density functional theory data (wB97M-V/def2-TZVPD) for C6H6N3O4S as an isolated structure in a non-equilibrium geometry.

Values from the calculation:
ΔE to the lowest compared entry with this formula, charge and spin = 68.5 kcal/mol
charge = -1
energy = -1095.56884 Eh
gap between HOMO and LUMO = 7.6 eV

```
20
C6H6N3O4S, DFT wB97M-V/def2-TZVPD
C 1.39981 -1.25757 -1.17730
C 1.18251 1.45655 0.74713
C -2.68292 -0.46571 -1.47882
C 0.77864 -2.32009 -1.48840
C -1.34245 1.72894 0.68949
C -0.18371 0.96466 1.27186
N 2.13881 -0.29564 -0.91806
N 2.13656 0.76003 0.01371
N -0.29196 -0.13689 1.89513
O -2.56632 -0.84706 -2.61303
O 1.49294 2.54626 1.17958
O -3.33577 -0.55569 -0.50046
O 0.98299 -0.82946 1.96409
S -1.11433 1.10301 -1.03117
H 0.03561 -2.39349 -2.34688
H 0.72561 -3.22917 -0.93490
H -2.13167 1.32730 1.23240
H -1.21636 2.77847 0.77077
H 3.13356 1.10704 -0.07194
H 0.85845 -1.44147 2.79684
```

Density functional theory data (wB97M-V/def2-TZVPD) for C26H64F8N2O34S12V as an isolated structure in a non-equilibrium geometry.

Values from the calculation:
ΔE to the lowest compared entry with this formula, charge and spin = 0.0 kcal/mol
charge = -1
energy = -10217.42666 Eh
gap between HOMO and LUMO = 4.6 eV

```
147
C26H64F8N2O34S12V, DFT wB97M-V/def2-TZVPD
O -6.55610 -2.42354 -2.36034
V -5.65006 -3.50237 -1.46483
O -6.59510 -4.10272 -0.36169
N -4.20300 -6.10658 -3.78867
S -3.29635 -7.56847 -3.53217
O -1.90145 -7.72751 -3.96876
O -4.12157 -8.74041 -3.43225
F -3.02527 -7.28285 -1.92834
S -4.30892 -6.43878 -5.31280
O -5.33248 -7.36476 -5.78387
O -3.18387 -6.27145 -6.24062
F -5.10774 -5.08280 -5.55140
C -2.11465 -2.46736 2.98460
F -1.69894 -1.77951 4.09121
F -1.08361 -3.20581 2.54084
F -3.01418 -3.32297 3.49406
S -2.89693 -1.22151 1.67273
O -4.36988 -1.20367 1.85826
O -2.42511 0.15196 1.90045
N -2.42981 -1.94463 0.15554
S -1.20672 -1.07551 -0.21165
O -1.47439 -0.00483 -1.22597
O -0.22719 -0.79339 0.88273
C -0.33018 -2.38703 -1.40034
F -1.14119 -2.60525 -2.47279
F 0.82587 -1.82328 -1.78851
F 0.01371 -3.49097 -0.72878
O 3.82039 6.66620 -2.71881
S 2.94630 5.50945 -2.94356
O 1.56741 5.72415 -3.40112
O 3.57231 4.40949 -3.96511
C 4.98683 4.20653 -3.93390
C 5.77620 4.65396 -5.19562
C 2.93191 4.64986 -1.44252
H 5.15894 3.13931 -3.79429
H 5.37049 4.67544 -3.02778
H 6.84274 4.58483 -4.98159
H 5.76798 5.71717 -5.43570
H 5.59106 3.98197 -6.03361
H 2.18880 3.85286 -1.41657
H 2.69341 5.38725 -0.67606
H 3.92881 4.25306 -1.25057
O -7.43829 5.56258 -1.40301
S -6.84968 5.37781 -0.10821
O -6.55503 6.41331 0.92760
O -7.69048 4.18811 0.65950
C -9.10453 3.92645 0.34235
C -9.15701 2.56084 -0.42102
C -5.38192 4.33913 -0.35717
H -9.56898 4.74270 -0.21093
H -9.68578 3.66002 1.22511
H -8.91567 1.85965 0.37784
H -8.31720 2.43129 -1.10370
H -10.14521 2.40967 -0.85542
H -5.80002 3.42475 -0.77813
H -4.76459 4.05623 0.49547
H -4.72288 4.93064 -0.99267
O 6.32033 -6.16290 0.98557
S 4.91745 -5.97822 0.60963
O 3.84210 -6.68011 1.37110
O 4.58290 -4.42389 0.68588
C 5.51569 -3.58774 -0.02621
C 5.29199 -2.16029 0.33401
C 4.85889 -6.29964 -1.24470
H 5.32526 -3.67282 -1.09607
H 6.54335 -3.87860 0.19155
H 5.89172 -1.44127 -0.22404
H 5.34252 -1.77763 1.35337
H 4.24307 -1.94626 0.12889
H 4.87526 -7.38087 -1.38173
H 5.72202 -5.76218 -1.63745
H 3.92216 -5.84383 -1.56541
O -0.37688 -1.98621 10.51537
S -0.36952 -1.45206 11.84016
O -1.51103 -1.69711 12.73668
O 0.91941 -2.05690 12.70233
C 2.14065 -2.34604 11.97077
C 3.31979 -2.18867 12.95680
C 0.10249 0.29211 11.80021
H 2.24743 -1.69412 11.10376
H 2.06967 -3.34256 11.53487
H 3.40805 -1.10303 12.99808
H 4.24920 -2.65784 12.63405
H 3.03917 -2.54253 13.94883
H 0.63203 0.50419 12.72902
H -0.81801 0.86954 11.71439
H 0.88866 0.47286 11.06716
O -5.29150 5.97183 8.92663
S -4.59149 5.13417 7.92284
O -3.46018 4.27093 8.19113
O -5.71022 4.19274 7.26982
C -5.25801 3.14595 6.42888
C -5.19135 1.88509 7.25981
C -4.21864 6.27533 6.42092
H -4.40132 3.43746 5.82127
H -6.04255 3.01487 5.68362
H -4.38117 1.96241 7.98489
H -5.15505 1.04953 6.56081
H -6.14475 1.75169 7.77102
H -3.25612 6.19615 5.91556
H -4.00614 7.25121 6.85752
H -5.15581 6.27891 5.86432
O 1.43811 -8.92208 -9.52288
S 2.63030 -8.11897 -9.20150
O 3.68237 -8.68685 -8.31547
O 3.32990 -7.68401 -10.58151
C 4.06262 -8.75098 -11.22740
C 4.00940 -8.40581 -12.75462
C 2.19978 -6.49323 -8.44667
H 3.61703 -9.71256 -10.97261
H 5.05554 -8.61617 -10.79839
H 3.06349 -8.06950 -13.17916
H 4.31082 -9.31385 -13.27684
H 4.86457 -7.79675 -13.04760
H 1.44209 -5.93535 -8.99693
H 3.11173 -5.90774 -8.32986
H 1.75706 -6.75192 -7.48481
O -0.29385 5.57928 -10.97654
S -0.73965 5.46978 -9.58959
O -2.11485 5.73995 -9.16079
O -0.44565 3.90700 -9.11366
C -1.16017 3.34051 -8.02236
C -0.97980 1.82382 -8.10077
C 0.53560 6.36903 -8.58216
H -2.17373 3.71427 -7.87718
H -0.85249 3.68636 -7.03553
H -1.69124 1.35079 -7.42388
H -0.00432 1.50510 -7.73343
H -0.96343 1.47161 -9.13217
H 0.51319 7.37341 -9.00502
H 1.52455 5.93155 -8.71885
H 0.23377 6.40907 -7.53555
O 6.02560 3.10562 3.59136
S 5.33889 3.58105 4.77743
O 4.63872 4.89285 4.77611
O 4.19565 2.43026 5.17337
C 3.03426 2.67645 5.95127
C 1.89022 3.39434 5.26017
C 6.54623 3.58514 6.16305
H 3.45748 3.38670 6.66158
H 2.60700 1.73524 6.29721
H 1.61758 2.76044 4.41641
H 2.19597 4.37123 4.88559
H 1.02287 3.40671 5.92020
H 6.03097 3.60354 7.12340
H 7.20938 4.43783 6.01723
H 7.16374 2.72450 5.90598
```